No. 1
Computed, not measured: C18H21IrN5O2 as an isolated structure in a non-equilibrium geometry, with the ωB97M-V functional and the def2-TZVPD basis.

```
47
Properties=species:S:1:pos:R:3:forces:R:3:nbo_charge:R:1
N 0.67182 -0.32995 -3.61549 -1.5 1.8 -1.4 -0.521
C 0.11200 0.28211 -4.44857 1.6 -1.8 1.6 0.414
C -0.50282 0.90018 -5.60489 -0.2 0.3 -0.3 -0.757
H 0.25987 1.42284 -6.19326 -0.1 -0.1 0.1 0.309
H -1.28376 1.61240 -5.31718 0.2 -0.1 -0.1 0.275
H -0.94674 0.11653 -6.22743 0.0 0.1 0.1 0.302
N -3.75162 -1.45082 2.84960 2.1 -2.5 -0.9 0.043
C -4.29640 -0.44616 3.10039 -4.2 3.5 1.9 0.576
C -5.30832 0.53077 3.51533 1.8 0.1 -1.9 -0.759
H -5.63125 1.16819 2.66853 0.2 -0.4 0.3 0.328
H -4.95263 1.17113 4.34749 -0.1 -0.3 0.4 0.387
H -6.17290 -0.05280 3.86989 -0.3 -0.4 0.6 0.420
N 4.13945 1.16077 0.78506 -0.3 0.2 1.5 -0.481
C 4.54580 1.42155 1.84525 -0.1 -0.7 -1.5 0.390
C 5.17273 1.60851 3.14259 0.2 0.3 0.7 -0.756
H 4.82498 0.81230 3.82830 0.2 0.4 -0.3 0.270
H 4.92081 2.59787 3.57255 0.1 -0.5 -0.3 0.290
H 6.27255 1.54400 3.04577 -0.5 0.0 0.0 0.310
Ir -0.71809 0.00561 0.48606 2.1 -3.9 -1.2 0.868
C -0.39335 -0.83092 2.23377 1.4 -2.7 8.4 0.466
O -0.03815 -1.25990 3.26431 -1.3 1.7 -4.8 -0.306
C -1.95614 -1.45254 0.11315 -5.1 -5.3 -1.9 0.487
O -2.61443 -2.38332 -0.10607 2.6 3.2 1.1 -0.317
C -1.50481 1.48311 -1.01890 -1.4 1.5 -1.0 -0.159
C -0.12147 1.70564 -1.09238 1.2 0.3 -1.4 -0.154
C 0.62638 1.83219 0.06985 1.2 0.8 -0.1 -0.221
C -0.03251 1.94378 1.30688 -0.2 1.4 1.4 -0.201
C -1.45169 1.85099 1.34678 0.5 1.6 1.9 -0.208
C -2.17612 1.60994 0.19397 -1.3 1.3 -0.7 -0.223
H -2.08183 1.21376 -1.88859 0.0 0.0 -0.3 0.286
H 0.40168 1.57980 -2.04471 -0.2 0.1 0.2 0.314
H 1.71547 1.75456 0.05501 0.0 0.4 -0.1 0.324
H 0.52899 2.02562 2.24804 -0.2 0.1 -0.5 0.302
H -1.93587 1.85798 2.31726 0.0 0.3 -0.1 0.271
H -3.22242 1.40312 0.26087 -0.5 0.2 -0.2 0.275
C -0.02440 -2.79824 -2.21104 -0.4 0.4 0.1 -0.711
C 0.92122 -2.27473 -1.21977 -0.1 -0.7 -0.7 0.636
N 0.80996 -1.48424 -0.14348 2.4 0.0 0.5 -0.614
C 2.06187 -1.44326 0.45617 -3.0 1.1 0.2 0.145
C 2.92012 -2.23888 -0.26142 0.9 -1.7 -2.3 0.208
N 2.19065 -2.71929 -1.30625 2.1 -0.2 0.7 -0.492
H 0.45744 -2.68254 -3.19578 -0.3 -0.2 0.2 0.328
H -0.20938 -3.86829 -1.99572 0.1 0.2 -0.1 0.318
H -0.96690 -2.25315 -2.21430 0.1 -0.1 -0.1 0.256
H 2.24618 -0.84897 1.33764 0.3 0.0 0.0 0.272
H 3.96222 -2.46378 -0.09671 0.2 0.0 0.0 0.310
H 2.53180 -3.33346 -2.05857 0.0 0.2 0.4 0.499
```
Positions in Å, forces in eV/Å.

The calculation puts the electronic energy at -1225.1087 Eh. Its expectation value of S² is 8.775. As for the multiplicity: 6. The calculation puts the strongest force on any atom at 0.173 Eh/bohr. Its total charge is +4.



No. 2
Computed, not measured: a 2-piece molecular cluster, H4O2 overall in a non-equilibrium geometry, with the ωB97M-V functional and the def2-TZVPD basis.

```
6
Properties=species:S:1:pos:R:3:forces:R:3:nbo_charge:R:1
O -0.56564 -0.79791 -0.28264 1.6 -0.1 -0.3 -0.961
H -1.33450 -1.32186 -0.44044 -0.7 -0.7 -0.2 0.476
H 0.20683 -1.31093 -0.62780 -1.1 0.7 0.4 0.485
O 0.94798 1.34928 0.49409 -1.6 -0.2 -0.8 -0.945
H 0.49885 0.70775 1.07119 0.5 0.2 0.0 0.472
H 0.24648 1.37368 -0.21441 1.3 0.2 0.8 0.473
```
Positions in Å, forces in eV/Å.

The calculation puts the electronic energy at -152.8686 Eh. Its SMILES is O.O. As for the multiplicity: 1. The calculation puts the strongest force on any atom at 0.035 Eh/bohr. Its total charge is 0.